(1)
{"formula": "BrCaI2", "method": "wB97M-V/def2-TZVPD", "symbols": ["Ca", "Br", "I", "I"], "coordinates": [[-0.19, 0.04, 0.41], [-0.35, -0.59, -2.36], [-0.04, -2.35, 1.99], [0.57, 2.90, -0.04]], "nbo_charge": [1.676, -0.901, -0.885, -0.891], "spin_multiplicity": 1, "e_homo_ev": -5.347, "gap_ev": 7.924, "lumo_ha": 0.0947, "largest_force_ev_per_a": 1.4, "charge": -1}

***

(2)
{"formula": "C46H50CsN9PS3Se2", "method": "wB97M-V/def2-TZVPD", "symbols": ["Cs", "C", "N", "C", "C", "N", "C", "C", "C", "C", "C", "C", "C", "C", "C", "N", "C", "N", "C", "C", "N", "C", "C", "C", "N", "C", "C", "H", "H", "H", "H", "H", "H", "H", "H", "H", "H", "H", "H", "H", "H", "H", "H", "H", "H", "H", "H", "H", "H", "H", "H", "H", "H", "H", "H", "H", "H", "Se", "P", "Se", "C", "C", "C", "C", "C", "C", "C", "C", "C", "C", "C", "C", "H", "H", "H", "H", "H", "H", "H", "H", "H", "H", "S", "C", "N", "C", "C", "C", "C", "C", "C", "S", "H", "H", "H", "H", "N", "C", "N", "C", "C", "C", "C", "C", "C", "S", "H", "H", "H", "H", "H", "H"], "coordinates": [[1.06, -0.36, 1.21], [-4.02, -3.35, 1.81], [-2.85, -2.67, 1.26], [-2.33, -1.52, 1.94], [-2.17, -3.22, 0.20], [-1.35, -2.37, -0.34], [-0.41, -2.58, -1.31], [0.52, -3.68, -1.29], [1.44, -3.77, -2.29], [1.60, -2.80, -3.28], [0.79, -1.65, -3.22], [1.05, -0.65, -4.28], [0.36, 0.56, -4.14], [-0.51, 0.76, -3.01], [-0.75, -0.23, -2.13], [-1.39, 0.19, -0.98], [-2.59, 0.63, -1.06], [-3.52, 0.18, -2.00], [-3.43, -1.21, -2.50], [-4.12, 1.15, -2.91], [-3.12, 1.49, -0.07], [-2.10, 2.08, 0.86], [-4.35, 1.14, 0.60], [-0.12, -1.56, -2.21], [-2.33, -4.53, -0.07], [-2.27, -5.56, 0.95], [-2.46, -4.90, -1.47], [-3.66, -4.17, 2.52], [-4.68, -3.69, 1.08], [-4.54, -2.64, 2.45], [-3.02, -1.25, 2.72], [-2.29, -0.75, 1.19], [-1.34, -1.73, 2.36], [0.33, -4.39, -0.45], [2.22, -4.53, -2.19], [2.33, -2.89, -4.06], [1.82, -0.79, -4.99], [0.48, 1.39, -4.79], [-0.94, 1.76, -2.82], [-3.00, -1.87, -1.64], [-2.93, -1.37, -3.46], [-4.47, -1.49, -2.85], [-3.74, 2.13, -2.54], [-5.19, 1.15, -2.96], [-3.74, 1.07, -3.93], [-1.42, 2.60, 0.19], [-1.58, 1.37, 1.57], [-2.67, 2.74, 1.52], [-4.80, 0.26, 0.12], [-5.09, 2.02, 0.47], [-4.18, 1.01, 1.74], [-1.87, -5.13, 1.84], [-1.62, -6.34, 0.68], [-3.22, -6.10, 1.03], [-2.68, -4.04, -2.07], [-3.35, -5.53, -1.59], [-1.62, -5.48, -1.81], [1.26, 2.98, 2.12], [1.89, 3.84, 0.25], [1.64, 2.54, -1.45], [3.50, 4.67, 0.35], [4.63, 4.16, -0.49], [5.76, 4.94, -0.54], [5.84, 6.07, 0.26], [4.78, 6.53, 0.99], [3.56, 5.87, 0.99], [0.56, 5.23, -0.24], [-0.65, 5.10, 0.49], [-1.73, 5.88, 0.07], [-1.55, 6.78, -0.93], [-0.34, 6.99, -1.57], [0.71, 6.20, -1.20], [4.44, 3.27, -1.08], [6.67, 4.60, -1.10], [6.76, 6.66, 0.22], [4.85, 7.42, 1.54], [2.68, 6.34, 1.49], [-0.65, 4.24, 1.19], [-2.65, 6.06, 0.72], [-2.41, 7.34, -1.22], [-0.25, 7.70, -2.47], [1.64, 6.37, -1.75], [0.77, -3.92, 2.22], [0.17, -3.19, 3.64], [0.33, -1.97, 4.05], [-0.37, -1.76, 5.21], [-0.42, -0.54, 5.85], [-1.24, -0.38, 6.96], [-1.96, -1.50, 7.46], [-1.81, -2.75, 6.93], [-1.05, -2.87, 5.79], [-0.74, -4.24, 4.77], [0.12, 0.21, 5.37], [-1.41, 0.63, 7.41], [-2.69, -1.40, 8.27], [-2.45, -3.59, 7.24], [3.94, -3.70, 1.10], [4.17, -2.89, 0.02], [3.69, -1.70, -0.19], [4.10, -1.25, -1.43], [3.89, 0.04, -1.92], [4.40, 0.40, -3.17], [5.27, -0.49, -3.89], [5.59, -1.72, -3.40], [4.94, -2.14, -2.21], [5.24, -3.52, -1.19], [3.21, -3.40, 1.78], [3.80, -4.65, 0.83], [3.34, 0.77, -1.30], [4.05, 1.37, -3.57], [5.73, -0.22, -4.90], [6.30, -2.34, -3.93]], "mulliken_charge": [1.057, -1.130, 0.760, 1.983, -0.511, 1.021, -0.364, -0.452, -1.170, -1.024, 1.649, -1.129, -1.237, -0.768, -0.032, 1.313, -1.490, 0.623, -1.493, -1.136, 0.409, 0.013, -1.093, -0.285, 0.654, -1.117, -1.039, 0.323, 0.318, 0.358, 0.522, -1.200, -1.506, 0.416, 0.346, 0.344, 0.472, 0.433, 0.618, 0.575, 0.359, 0.347, 0.312, 0.290, 0.359, 0.038, -0.257, 0.541, 0.359, 0.235, 0.300, 0.215, 0.376, 0.267, 0.170, 0.426, 0.359, -0.606, 0.745, -0.131, 0.469, -0.363, -0.594, -0.401, -0.606, -0.340, -0.212, -0.140, -0.706, -0.343, -0.586, -0.053, 0.297, 0.303, 0.322, 0.415, 0.343, 0.165, 0.255, 0.414, 0.245, 0.381, -0.319, -0.039, -0.250, -0.147, -0.756, -0.593, -0.301, -0.572, 0.748, -0.306, 0.730, 0.297, 0.318, 0.313, -0.469, 0.543, -0.207, -1.253, 0.696, -0.266, -0.492, -0.389, 0.639, -0.351, 0.131, 0.313, -0.085, 0.424, 0.245, 0.399], "spin_multiplicity": 1, "e_homo_ev": -4.572, "gap_ev": 6.529, "lumo_ha": 0.0719, "largest_force_ev_per_a": 4.3, "charge": -1, "e_above_lowest_kj_mol": 297.7}